Entry from OMol25: a 3-piece molecular cluster, C23H35N5O7S2 overall (the ωB97M-V functional and the def2-TZVPD basis).

Output
multiplicity = 1
orbital gap = 0.2448 Ha
DFT total energy = -67850.7425 eV
maximum force = 8.980 eV/Å
charge = 0
SMILES = CC(=O)N(C(C)=O)c1cc(CCSc2nnco2)c2nsnc2c1C.COCCOC.COCCOC

XYZ file:
```
72
Properties=species:S:1:pos:R:3:mulliken_charge:R:1
C 1.710 0.442 -3.271 -0.87
C 0.337 -0.452 -3.206 0.17
O -0.811 0.181 -3.572 -0.49
N 0.216 -1.892 -2.760 0.43
C 1.335 -2.768 -3.280 0.48
C 2.436 -3.581 -2.378 -0.79
O 1.419 -2.936 -4.629 -0.58
C 0.000 -2.033 -1.270 -0.04
C 0.303 -0.819 -0.160 -0.13
C 0.010 -0.990 1.458 0.54
C 0.304 0.308 2.471 -1.06
C 1.715 0.041 3.262 -0.43
S 3.113 0.454 2.062 -0.09
C 4.506 -0.728 2.602 0.26
N 5.875 -0.427 3.171 -0.21
N 6.568 -1.598 3.455 -0.28
C 5.652 -2.766 3.086 0.02
O 4.382 -2.205 2.562 -0.18
C -0.588 -2.381 2.116 0.33
N -0.928 -2.651 3.592 -0.53
S -1.555 -4.288 3.587 0.19
N -1.409 -4.707 1.871 -0.52
C -0.861 -3.578 1.021 0.11
C -0.582 -3.446 -0.591 0.40
C -0.902 -4.761 -1.560 -1.08
H 2.598 0.040 -2.620 0.27
H 1.447 1.521 -2.833 0.33
H 2.000 0.626 -4.405 0.31
H 3.473 -3.548 -2.963 0.33
H 2.130 -4.734 -2.348 0.23
H 2.577 -3.154 -1.283 0.22
H 0.750 0.227 -0.517 0.12
H 0.304 1.300 1.825 0.36
H -0.607 0.406 3.227 0.35
H 1.799 0.626 4.299 0.30
H 1.820 -1.109 3.562 0.38
H 5.847 -3.934 3.165 0.31
H -1.623 -5.476 -0.972 0.37
H -1.397 -4.370 -2.548 0.29
H 0.068 -5.382 -1.816 0.18
C 0.128 5.329 4.850 -0.83
O 0.910 4.152 4.699 -0.29
C 2.307 4.402 4.875 -0.50
C 2.769 4.033 6.289 -0.44
O 2.155 4.865 7.277 -0.39
C 1.032 4.241 7.893 -0.70
H -0.911 5.033 5.026 0.24
H 0.459 5.947 5.689 0.35
H 0.171 5.919 3.928 0.31
H 2.546 5.447 4.642 0.35
H 2.839 3.770 4.156 0.37
H 3.849 4.198 6.359 0.37
H 2.579 2.976 6.501 0.28
H 1.377 3.538 8.657 0.32
H 0.402 3.713 7.171 0.29
H 0.431 5.017 8.374 0.25
C -5.458 0.949 -7.845 -0.75
O -4.256 0.225 -7.616 -0.38
C -3.507 0.751 -6.516 -0.47
C -3.753 -0.054 -5.235 -0.15
O -5.110 0.056 -4.797 -0.42
C -5.902 -1.060 -5.194 -0.75
H -6.122 0.330 -8.456 0.25
H -5.977 1.203 -6.918 0.34
H -5.232 1.868 -8.398 0.32
H -3.736 1.813 -6.365 0.33
H -2.449 0.672 -6.783 0.34
H -3.125 0.357 -4.438 0.19
H -3.474 -1.104 -5.372 0.28
H -5.721 -1.899 -4.516 0.32
H -5.696 -1.371 -6.222 0.33
H -6.955 -0.772 -5.125 0.25
```



Entry from OMol25: a 11-piece molecular cluster, C55H116F12N6O9 overall (the ωB97M-V functional and the def2-TZVPD basis).

Output
multiplicity = 1
orbital gap = 0.3212 Ha
DFT total energy = -118894.0756 eV
energy relative to the best compared isomer or geometry (same formula, charge and spin) = 1.221 eV
maximum force = 1.929 eV/Å
charge = 0
SMILES = CCOC(=O)C(F)(F)F.CCOC(=O)C(F)(F)F.CCOC(=O)C(F)(F)F.CCOC(=O)C(F)(F)F.CCN(CC)CC.CCN(CC)CC.CCN(CC)CC.CCN(CC)CC.CCN(CC)CC.CCN(CC)CC.CC(C)=O

XYZ file:
```
198
Properties=species:S:1:pos:R:3:mulliken_charge:R:1
C 1.361 1.199 -3.995 -0.96
C -0.060 0.846 -4.431 -0.20
N -0.943 2.019 -4.323 0.48
C -1.960 1.965 -5.390 -0.35
C -2.804 3.223 -5.487 -1.55
C -1.574 2.096 -2.999 -1.09
C -2.678 1.093 -2.676 0.92
H 1.481 1.597 -2.984 -0.26
H 1.802 1.919 -4.685 0.29
H 1.961 0.283 -4.021 0.51
H 0.058 0.631 -5.494 0.77
H -0.362 -0.074 -3.925 -0.50
H -1.382 1.917 -6.319 0.64
H -2.557 1.048 -5.350 0.24
H -3.479 3.293 -4.632 0.28
H -2.252 4.157 -5.585 0.30
H -3.380 3.177 -6.416 0.46
H -2.007 3.095 -2.879 0.38
H -0.713 2.128 -2.321 -0.24
H -2.370 0.049 -2.765 -0.33
H -3.544 1.200 -3.335 0.72
H -3.100 1.272 -1.684 -0.70
C 3.326 -0.563 -1.199 -0.48
C 4.209 0.299 -2.104 0.10
N 5.439 -0.367 -2.524 0.21
C 6.167 0.446 -3.487 -0.26
C 5.417 0.635 -4.797 -1.36
C 6.241 -0.768 -1.375 -0.02
C 7.543 -1.477 -1.763 -1.52
H 3.830 -0.696 -0.238 -0.34
H 3.182 -1.569 -1.597 0.52
H 2.335 -0.157 -0.996 -0.45
H 3.633 0.336 -3.032 -0.58
H 4.329 1.285 -1.634 0.65
H 6.416 1.438 -3.075 0.34
H 7.100 -0.047 -3.757 0.44
H 5.180 -0.363 -5.176 0.35
H 4.531 1.249 -4.662 0.12
H 6.076 1.054 -5.558 0.47
H 5.713 -1.428 -0.693 0.31
H 6.536 0.109 -0.770 0.17
H 7.305 -2.184 -2.563 0.38
H 8.044 -1.938 -0.917 0.43
H 8.232 -0.782 -2.245 0.32
C 3.174 3.035 0.192 2.13
C 2.948 4.525 -0.082 -1.32
N 3.666 4.911 -1.291 0.38
C 3.103 4.333 -2.513 0.23
C 1.624 4.655 -2.771 -0.90
C 3.844 6.369 -1.404 -0.58
C 5.035 6.793 -0.570 -1.28
H 2.557 2.737 1.042 -0.96
H 4.236 2.841 0.294 0.45
H 2.785 2.446 -0.644 -1.49
H 1.892 4.811 -0.142 0.48
H 3.395 5.063 0.757 0.34
H 3.669 4.795 -3.322 0.57
H 3.224 3.248 -2.516 -0.76
H 1.505 5.742 -2.832 0.48
H 1.270 4.327 -3.751 0.44
H 0.955 4.250 -2.013 -0.06
H 2.905 6.897 -1.184 0.36
H 4.028 6.673 -2.438 0.47
H 4.933 6.601 0.499 0.30
H 5.169 7.878 -0.653 0.42
H 5.956 6.321 -0.906 0.30
C -3.754 3.507 0.260 -1.23
C -4.320 2.988 1.606 -0.44
N -4.090 1.549 1.723 1.37
C -4.141 1.100 3.128 -1.33
C -2.974 1.525 3.997 -0.71
C -5.079 0.774 0.943 0.19
C -6.517 0.653 1.481 -1.78
H -4.387 3.398 -0.626 0.41
H -2.795 3.061 0.004 0.01
H -3.673 4.594 0.360 0.57
H -3.691 3.491 2.340 0.30
H -5.360 3.286 1.775 0.26
H -4.121 0.005 3.070 0.65
H -5.110 1.379 3.564 0.31
H -3.230 1.151 4.991 0.45
H -2.861 2.605 4.075 0.60
H -2.035 1.103 3.645 -0.50
H -5.065 1.197 -0.064 0.43
H -4.607 -0.206 0.868 -0.35
H -7.107 0.152 0.712 0.49
H -6.551 0.077 2.402 0.27
H -6.924 1.658 1.594 0.34
C 2.839 -1.683 3.436 -1.01
C 2.658 -0.167 3.400 2.07
N 3.606 0.601 4.202 0.30
C 4.996 0.417 3.770 -0.92
C 5.263 1.047 2.406 -0.41
C 3.525 0.321 5.659 -0.53
C 2.175 0.780 6.200 -0.71
H 3.866 -1.957 3.195 0.42
H 2.128 -2.161 2.758 -0.22
H 2.623 -2.155 4.400 0.33
H 2.759 0.148 2.359 -0.81
H 1.631 0.044 3.692 -1.08
H 5.619 0.883 4.536 0.62
H 5.318 -0.633 3.802 0.34
H 4.962 2.092 2.413 0.29
H 6.315 1.002 2.117 0.56
H 4.765 0.489 1.610 -0.37
H 4.273 0.996 6.069 0.51
H 3.720 -0.727 5.901 0.29
H 2.182 0.612 7.281 0.50
H 1.292 0.279 5.803 -0.23
H 2.029 1.846 6.028 0.19
C -1.398 -2.531 -3.370 1.80
C -0.994 -3.858 -4.027 -1.85
N -0.755 -4.865 -3.004 0.66
C -1.126 -6.220 -3.476 -0.71
C -0.244 -6.754 -4.624 -1.24
C 0.541 -4.844 -2.348 -1.52
C 0.918 -3.612 -1.538 -0.36
H -1.860 -1.922 -4.152 0.51
H -0.553 -1.974 -2.964 -0.75
H -2.084 -2.641 -2.531 -0.77
H -1.796 -4.128 -4.712 0.68
H -0.105 -3.650 -4.640 0.22
H -1.051 -6.885 -2.616 0.36
H -2.152 -6.111 -3.828 0.53
H -0.626 -7.764 -4.792 0.44
H -0.355 -6.170 -5.534 0.28
H 0.788 -6.801 -4.288 0.30
H 1.279 -4.890 -3.168 0.41
H 0.701 -5.714 -1.709 0.59
H 0.135 -3.451 -0.788 -0.58
H 0.996 -2.750 -2.200 0.25
H 1.847 -3.739 -0.982 0.78
C -0.175 3.438 1.868 0.23
C 0.690 2.938 2.998 0.49
O 0.044 3.059 4.276 0.06
C -0.065 4.237 4.843 0.29
O 0.422 5.257 4.463 -0.55
C -0.811 4.156 6.196 0.77
F -2.062 3.705 6.158 -0.23
F -0.086 3.365 6.998 -0.25
F -0.862 5.356 6.764 -0.26
H -0.982 2.739 1.639 -0.28
H 0.401 3.539 0.946 -0.61
H -0.613 4.417 2.068 0.65
H 1.675 3.400 3.094 0.54
H 0.931 1.883 2.877 -0.95
C -4.757 -1.877 -1.557 0.49
C -5.874 -1.532 -2.533 -0.80
O -5.317 -1.154 -3.799 -0.25
C -5.120 -2.082 -4.711 0.53
O -5.202 -3.262 -4.516 -0.59
C -4.740 -1.492 -6.066 0.82
F -5.231 -0.266 -6.247 -0.25
F -3.391 -1.389 -6.193 -0.23
F -5.148 -2.294 -7.047 -0.26
H -5.155 -2.465 -0.729 0.60
H -4.163 -1.058 -1.163 -0.64
H -4.080 -2.525 -2.116 -0.06
H -6.328 -0.633 -2.114 0.28
H -6.630 -2.302 -2.649 0.44
C 0.022 -4.351 2.835 -0.89
C 0.192 -5.227 1.593 -0.54
O -0.997 -5.164 0.785 0.00
C -1.940 -6.071 0.938 0.21
O -1.810 -7.144 1.437 -0.55
C -3.236 -5.670 0.204 1.09
F -4.293 -5.893 0.983 -0.26
F -3.168 -4.384 -0.157 -0.24
F -3.401 -6.392 -0.913 -0.26
H -0.696 -4.765 3.537 0.43
H -0.212 -3.322 2.554 0.02
H 1.021 -4.233 3.265 0.46
H 0.488 -6.234 1.870 0.39
H 0.906 -4.712 0.954 0.13
C -0.553 -2.350 5.778 -0.80
C -1.452 -1.166 5.605 0.63
O -2.770 -1.362 6.129 -0.38
C -3.588 -2.108 5.406 0.40
O -3.320 -2.536 4.322 -0.45
C -5.017 -2.156 5.967 0.73
F -5.161 -3.017 6.980 -0.27
F -5.355 -0.929 6.382 -0.25
F -5.864 -2.526 5.005 -0.23
H -0.905 -3.156 5.128 0.11
H -0.511 -2.677 6.817 0.49
H 0.466 -2.140 5.449 -0.09
H -1.458 -0.779 4.586 -0.30
H -1.024 -0.346 6.187 0.46
C -2.099 -1.461 1.042 1.39
C -0.796 -0.748 1.285 0.01
O -0.390 -0.492 2.402 0.43
C -0.049 -0.249 0.076 0.93
H -2.809 -0.756 0.606 -1.33
H -2.597 -1.744 1.970 -0.30
H -1.901 -2.290 0.361 -0.40
H -0.693 0.397 -0.523 -0.14
H 0.375 -1.079 -0.495 -0.09
H 0.812 0.332 0.413 -0.60
```



Entry from OMol25: C28H44BrN3P2Zn as an isolated structure (the ωB97M-V functional and the def2-TZVPD basis).

Output
multiplicity = 1
orbital gap (spin up / spin down) = 0.1541 / 0.1542 Ha
DFT total energy = -171242.0938 eV
energy relative to the best compared isomer or geometry (same formula, charge and spin) = 0.000 eV
maximum force = 2.329 eV/Å
charge = +2

XYZ file:
```
79
Properties=species:S:1:pos:R:3:mulliken_charge:R:1
N -5.172 3.601 -3.002 -0.46
C -5.086 3.882 -1.699 -0.45
C -4.238 3.175 -0.827 -0.48
C -3.381 2.167 -1.356 0.31
C -3.576 1.834 -2.723 -0.21
C -4.469 2.577 -3.496 -0.51
C -2.324 1.572 -0.566 -1.97
Zn -0.558 0.039 0.468 0.27
P 3.403 -0.472 0.845 -0.25
C -1.172 0.968 -1.177 0.15
C -0.049 1.856 -1.589 0.74
C 0.541 1.693 -2.853 -0.29
C 1.757 2.303 -3.137 -0.81
C 2.380 3.108 -2.169 0.08
C 1.694 3.421 -0.982 -1.08
C 0.448 2.844 -0.725 0.13
Br 4.069 3.764 -2.451 -0.04
H -2.346 1.728 0.523 0.31
H -1.374 0.171 -1.900 1.39
H -4.184 3.452 0.216 0.45
H -3.008 1.028 -3.196 0.39
H -5.708 4.695 -1.323 0.39
H -4.587 2.348 -4.563 0.38
H 0.032 1.059 -3.587 0.50
H -0.133 3.118 0.162 0.72
H 2.242 2.079 -4.086 0.47
H 2.110 4.136 -0.266 0.52
P -1.077 -2.194 0.057 0.45
C 4.030 1.261 0.964 0.25
C 5.448 1.430 0.411 -1.32
H 4.012 1.528 2.031 0.49
H 3.325 1.931 0.448 -0.35
H 5.737 2.487 0.455 0.38
H 6.171 0.862 1.009 0.38
H 5.541 1.109 -0.634 0.24
C 2.714 -0.452 -0.851 3.21
C 3.681 -1.185 -1.787 -1.54
H 2.569 0.595 -1.158 -1.25
H 1.722 -0.933 -0.849 -1.72
H 3.247 -1.284 -2.790 0.37
H 4.633 -0.646 -1.886 0.38
H 3.911 -2.193 -1.415 0.42
C 2.138 -0.546 2.146 2.18
C 2.680 -1.172 3.434 -1.60
H 1.270 -1.116 1.767 -1.32
H 1.805 0.488 2.315 -0.45
H 1.858 -1.558 4.048 0.38
H 3.361 -2.004 3.206 0.46
H 3.229 -0.430 4.032 0.36
C -0.735 -3.291 1.488 -0.36
C -1.456 -4.639 1.537 -1.37
H -0.946 -2.705 2.395 0.39
H 0.355 -3.444 1.481 0.47
H -2.473 -4.536 1.936 0.34
H -1.508 -5.123 0.556 0.30
H -0.900 -5.305 2.208 0.40
C -0.080 -2.939 -1.289 -1.05
C -0.133 -2.256 -2.655 -0.87
H -0.456 -3.972 -1.365 0.66
H 0.953 -2.976 -0.910 0.36
H -1.126 -2.332 -3.117 0.36
H 0.150 -1.195 -2.626 0.03
H 0.576 -2.757 -3.328 0.42
C -2.759 -2.606 -0.526 -0.44
C -3.842 -2.162 0.460 -1.04
H -2.799 -3.695 -0.709 0.56
H -2.899 -2.104 -1.498 0.40
H -4.838 -2.404 0.062 0.44
H -3.751 -2.671 1.430 0.20
H -3.813 -1.076 0.635 0.17
N -0.305 1.322 4.369 -0.02
C -1.065 0.190 4.644 -0.83
C -1.451 -0.307 3.436 -0.46
N -0.851 0.452 2.427 0.48
C -0.205 1.453 3.035 -0.33
H 0.139 1.943 5.042 0.26
H -1.274 -0.155 5.642 0.42
H -2.121 -1.124 3.203 0.55
H 0.301 2.289 2.544 0.52
```



Entry from OMol25: C38H46EuF4GeN7O9S as an isolated structure (the ωB97M-V functional and the def2-TZVPD basis).

Output
multiplicity = 8
orbital gap (spin up / spin down) = 0.0968 / 0.2088 Ha
DFT total energy = -166549.2609 eV
energy relative to the best compared isomer or geometry (same formula, charge and spin) = 0.400 eV
maximum force = 4.065 eV/Å
⟨S²⟩ = 15.797
charge = -1

XYZ file:
```
107
Properties=species:S:1:pos:R:3:lowdin_spin:R:1
Eu -0.307 -0.062 0.450 4.45
C -0.665 -2.538 3.037 0.00
N -1.163 -2.400 1.662 0.00
C -0.745 -3.597 0.854 0.00
C -2.642 -2.338 1.648 0.00
C -3.213 -1.144 2.432 0.00
N -2.620 0.143 2.062 0.00
C -3.084 1.252 2.650 0.00
C -2.393 2.486 2.429 0.00
F -1.246 2.439 1.658 0.00
C -2.759 3.687 2.936 0.00
F -1.967 4.767 2.669 0.00
C -3.880 3.826 3.752 0.00
C -4.615 2.676 4.025 0.00
F -5.658 2.763 4.889 0.00
C -4.251 1.472 3.466 0.00
F -5.094 0.411 3.700 0.00
H -0.949 -3.471 3.578 0.00
H -0.916 -1.661 3.614 0.00
H 0.424 -2.583 2.909 0.00
H -0.871 -3.328 -0.187 0.00
H -1.394 -4.464 0.974 0.00
H 0.290 -3.838 1.044 0.00
H -3.057 -3.253 2.133 0.00
H -2.996 -2.305 0.643 0.00
H -3.065 -1.314 3.546 0.00
H -4.315 -1.111 2.280 0.00
H -4.198 4.717 4.273 0.00
O 1.402 -1.226 -0.747 0.01
S 2.813 -0.712 -1.044 0.10
C 3.986 -1.526 0.047 0.04
C 4.991 -0.763 0.579 0.04
C 5.829 -1.296 1.522 0.01
C 5.629 -2.570 2.022 0.06
C 4.633 -3.376 1.430 0.00
C 3.799 -2.873 0.428 0.05
C 3.329 -1.456 -2.570 0.07
C 2.713 -2.665 -2.885 0.08
C 3.138 -3.373 -4.052 0.00
C 4.256 -2.873 -4.760 0.09
C 4.944 -1.710 -4.339 0.02
C 4.415 -0.980 -3.287 0.04
H 5.070 0.288 0.223 0.00
H 6.665 -0.724 1.892 0.00
H 6.271 -2.939 2.829 0.00
H 4.548 -4.442 1.794 0.00
H 3.048 -3.411 -0.140 0.01
H 1.895 -3.077 -2.239 0.01
H 2.599 -4.241 -4.429 0.00
H 4.668 -3.428 -5.596 0.01
H 5.834 -1.325 -4.844 0.00
H 4.779 0.025 -3.115 0.00
C 1.091 2.290 -4.239 0.01
Ge -0.076 3.209 -2.947 0.08
C 1.089 4.450 -2.051 0.00
C -1.497 4.168 -3.767 0.03
C -0.826 1.960 -1.743 0.72
H 1.026 1.212 -4.091 0.00
H 2.143 2.644 -4.091 0.00
H 0.870 2.556 -5.299 0.00
H 1.476 5.234 -2.740 0.00
H 1.965 3.970 -1.637 0.00
H 0.575 4.992 -1.237 0.00
H -1.222 4.700 -4.678 0.00
H -2.017 4.872 -3.049 0.00
H -2.283 3.472 -4.047 0.00
H -1.369 1.060 -2.053 0.05
H -1.121 2.269 -0.746 0.05
C -4.680 0.070 -0.877 0.00
N -4.139 -0.745 -1.983 0.00
C -5.171 -1.102 -2.974 0.00
C -4.735 -2.308 -3.793 0.00
C -3.288 -2.221 -4.224 0.00
N -2.447 -1.879 -3.054 0.00
C -1.015 -2.092 -3.235 0.00
C -2.855 -1.118 -2.019 0.00
O -2.070 -0.769 -1.104 0.00
H -4.911 1.093 -1.242 0.00
H -5.578 -0.414 -0.524 0.00
H -3.894 0.117 -0.126 0.00
H -5.392 -0.205 -3.619 0.00
H -6.072 -1.445 -2.482 0.00
H -5.334 -2.350 -4.716 0.00
H -4.879 -3.231 -3.238 0.00
H -3.093 -1.510 -5.039 0.00
H -2.974 -3.176 -4.630 0.00
H -0.923 -2.872 -4.011 0.00
H -0.586 -2.553 -2.322 0.00
H -0.435 -1.183 -3.519 0.00
O 4.201 3.232 6.538 0.00
N 4.096 3.510 5.358 0.00
O 4.675 4.457 4.770 -0.01
C 3.177 2.704 4.599 0.01
C 2.326 1.855 5.313 0.09
C 1.416 1.162 4.472 0.01
C 1.446 1.085 3.070 0.01
O 0.910 0.112 2.423 0.00
C 2.251 2.097 2.474 0.00
C 3.094 2.941 3.227 0.11
N 2.292 2.265 1.011 0.32
O 3.222 2.897 0.486 0.27
O 1.375 1.776 0.297 0.17
N 0.346 0.439 5.200 0.00
O -0.703 0.223 4.567 0.01
O 0.513 0.122 6.370 0.00
H 2.379 1.742 6.421 0.00
H 3.726 3.655 2.700 0.01
```